No. 1
Molecular formula: C6H14N2
Method: DFT, ωB97M-V/def2-TZVPD

CARTESIAN COORDINATES (ANGSTROEM)
C 1.144 1.821 0.327
N 0.126 -0.494 0.647
C 0.000 0.975 0.831
N 1.320 -1.199 1.027
C -0.706 1.360 1.940
H -0.655 -0.930 1.139
H 1.750 -1.633 0.214
H 2.005 -0.515 1.346
H 2.077 1.585 0.848
H 1.308 1.678 -0.742
H 0.932 2.870 0.536
H -1.496 0.739 2.347
H -0.701 2.393 2.258
C -1.802 -1.293 -1.064
C -0.426 -0.677 -1.007
C 0.518 -0.974 -1.942
H -0.687 0.706 -0.715
H -1.804 -2.283 -0.595
H -2.534 -0.658 -0.559
H -2.132 -1.395 -2.098
H 0.224 -1.456 -2.864
H 1.538 -0.620 -1.872

The value obtained for the highest occupied orbital energy (alpha / beta) is -6.266 / -6.267 eV. As for the energy above the lowest of the compared OMol25 structures with the same formula, charge and spin: 6.3776 eV. Its LUMO energy (alpha / beta) is 0.0309 / 0.0309 Eh.

No. 2
Molecular formula: C18H39O7P
Method: DFT, ωB97M-V/def2-TZVPD

CARTESIAN COORDINATES (ANGSTROEM)
C 4.084 0.277 1.020
C 3.902 0.178 -0.502
O 5.207 0.403 -1.061
C 3.444 -1.216 -1.000
C 2.283 -1.870 -0.209
O 1.707 -2.936 -0.948
C 0.344 -2.852 -0.691
O -0.411 -3.422 -1.335
O 0.126 -2.066 0.405
C 1.133 -1.018 0.370
P 0.278 0.270 -0.696
O -1.131 0.201 -0.386
O 0.425 0.005 -2.295
O 0.752 1.772 -0.255
H 3.116 0.541 1.464
H 4.777 1.098 1.229
H 4.465 -0.683 1.387
H 3.257 0.966 -0.931
H 5.149 0.364 -2.025
H 4.309 -1.883 -0.888
H 3.178 -1.171 -2.069
H 2.776 -2.310 0.676
H 1.325 -0.667 1.384
H 1.339 0.226 -2.556
H 1.503 2.089 -0.783
C -2.919 1.060 -7.410
C -3.811 0.046 -6.702
C -4.656 0.659 -5.586
C -3.863 1.270 -4.429
C -2.904 0.312 -3.722
C -3.605 -0.864 -3.054
H -2.188 1.498 -6.728
H -2.366 0.578 -8.219
H -3.513 1.867 -7.844
H -3.201 -0.773 -6.311
H -4.486 -0.398 -7.440
H -5.335 -0.106 -5.197
H -5.299 1.437 -6.012
H -4.572 1.666 -3.695
H -3.295 2.132 -4.792
H -2.361 0.870 -2.955
H -2.149 -0.059 -4.422
H -4.334 -0.516 -2.319
H -2.880 -1.493 -2.535
H -4.124 -1.492 -3.782
C 2.094 0.421 7.718
C 1.319 -0.589 6.877
C 1.575 -0.452 5.378
C 1.153 0.885 4.765
C -0.319 1.249 4.950
C -1.273 0.263 4.284
H 1.799 1.447 7.488
H 1.902 0.256 8.779
H 3.168 0.325 7.551
H 0.250 -0.503 7.091
H 1.614 -1.596 7.186
H 1.065 -1.268 4.857
H 2.644 -0.598 5.185
H 1.379 0.860 3.691
H 1.769 1.688 5.181
H -0.486 2.240 4.518
H -0.562 1.336 6.013
H -1.076 0.193 3.212
H -2.306 0.589 4.413
H -1.188 -0.736 4.714

The value obtained for the highest occupied orbital energy is -10.478 eV. Its LUMO energy is -0.0147 Eh.

No. 3
Molecular formula: C18H51N3O9
Method: DFT, ωB97M-V/def2-TZVPD

CARTESIAN COORDINATES (ANGSTROEM)
C 5.396 -1.804 -2.569
O 4.951 -0.694 -1.820
C 5.405 -0.599 -0.480
C 4.947 0.694 0.144
N 3.513 0.842 -0.037
C 3.047 2.090 0.540
C 1.543 2.140 0.589
O 1.085 1.744 1.867
C -0.317 1.721 2.062
H 5.311 -1.498 -3.613
H 4.758 -2.672 -2.407
H 6.464 -1.959 -2.392
H 6.503 -0.563 -0.488
H 5.007 -1.450 0.079
H 5.550 1.545 -0.207
H 5.061 0.587 1.226
H 3.146 0.687 -0.963
H 3.425 2.894 -0.124
H 3.492 2.412 1.483
H 1.035 1.543 -0.187
H 1.144 3.126 0.289
H -0.850 2.288 1.293
H -0.417 2.312 2.982
H -0.806 0.763 2.258
C 0.292 -3.850 -0.614
O -0.636 -3.555 0.417
C -0.814 -4.616 1.353
C -2.291 -4.558 1.787
N -2.410 -5.231 3.100
C -3.748 -5.067 3.723
C -3.890 -3.728 4.449
O -4.049 -2.594 3.622
C -5.184 -2.623 2.771
H 1.255 -4.155 -0.196
H 0.428 -2.903 -1.134
H -0.073 -4.614 -1.304
H -0.165 -4.535 2.229
H -0.607 -5.567 0.854
H -2.887 -5.028 1.002
H -2.587 -3.509 1.818
H -1.743 -4.715 3.668
H -3.950 -5.876 4.428
H -4.449 -5.155 2.890
H -3.002 -3.659 5.079
H -4.771 -3.725 5.110
H -6.105 -3.014 3.214
H -4.869 -3.195 1.897
H -5.416 -1.601 2.484
C 4.414 2.840 -3.493
O 3.048 3.054 -3.619
C 2.648 4.406 -3.396
C 1.232 4.543 -3.835
N 0.376 3.733 -2.949
C -0.909 3.368 -3.540
C -1.666 2.601 -2.462
O -1.114 1.284 -2.509
C -1.930 0.353 -1.818
H 4.790 3.222 -2.531
H 4.977 3.380 -4.274
H 4.788 1.823 -3.602
H 3.307 5.122 -3.907
H 2.850 4.574 -2.328
H 1.091 4.290 -4.893
H 0.901 5.581 -3.711
H 0.957 2.943 -2.695
H -0.720 2.736 -4.411
H -1.490 4.241 -3.841
H -2.745 2.538 -2.650
H -1.577 3.126 -1.507
H -1.444 -0.625 -1.847
H -2.888 0.216 -2.327
H -2.015 0.657 -0.775
O -3.621 -0.537 0.793
H -3.751 0.242 1.350
H -2.667 -0.685 0.802
O -3.850 3.496 2.003
H -3.769 2.591 2.336
H -3.942 3.402 1.048
O -4.121 0.985 3.813
H -3.591 1.354 4.529
H -4.290 0.069 4.075

The value obtained for the highest occupied orbital energy is -8.380 eV. As for the energy above the lowest of the compared OMol25 structures with the same formula, charge and spin: 1.9889 eV. Its LUMO energy is 0.0181 Eh.

No. 4
Molecular formula: C4H5NOS
Method: DFT, ωB97M-V/def2-TZVPD

CARTESIAN COORDINATES (ANGSTROEM)
O -0.560 -1.865 0.747
C -0.250 -0.603 0.308
N -0.867 0.536 0.784
C -0.327 1.628 0.134
C 0.618 1.171 -0.741
C 0.671 -0.248 -0.617
S 1.728 -1.335 -1.533
H -1.264 -1.831 1.405
H -1.619 0.580 1.472
H -0.642 2.633 0.368
H 1.252 1.776 -1.383
H 1.261 -2.443 -0.944

The value obtained for the highest occupied orbital energy is -7.522 eV. As for the energy above the lowest of the compared OMol25 structures with the same formula, charge and spin: 0.6861 eV. Its LUMO energy is 0.0158 Eh.

No. 5
Molecular formula: C20H46OP4PrS
Method: DFT, ωB97M-V/def2-TZVPD

CARTESIAN COORDINATES (ANGSTROEM)
Pr -0.060 -0.017 0.138
P -2.031 2.080 0.735
P -2.291 -1.476 1.757
P 1.823 2.102 -0.638
H -1.306 -3.352 -0.582
C -0.299 -3.149 -0.974
C 0.766 -3.144 -0.148
H 0.748 -3.684 0.804
C -3.235 2.421 -0.608
C -3.154 2.162 2.180
C -1.190 3.701 0.869
C -2.062 -3.281 1.966
C -2.821 -1.157 3.494
C -3.955 -1.437 0.964
C 3.291 1.167 -1.209
C 2.707 3.549 0.080
C 1.256 2.845 -2.215
H -0.253 -2.996 -2.054
H 1.724 -2.638 -0.373
H -3.802 3.328 -0.351
H -3.923 1.573 -0.717
H -2.703 2.573 -1.556
H -3.553 3.184 2.240
H -2.592 1.949 3.098
H -3.983 1.450 2.090
H -1.908 4.431 1.261
H -0.818 4.030 -0.107
H -0.343 3.624 1.562
H -3.035 -3.773 1.844
H -1.669 -3.496 2.965
H -1.353 -3.670 1.233
H -3.778 -1.663 3.698
H -2.940 -0.086 3.685
H -2.062 -1.562 4.174
H -4.629 -2.094 1.536
H -3.870 -1.800 -0.068
H -4.357 -0.413 0.941
H 3.653 1.618 -2.138
H 3.049 0.114 -1.398
H 4.060 1.239 -0.437
H 3.313 4.053 -0.691
H 3.375 3.201 0.883
H 1.989 4.267 0.505
H 2.152 3.168 -2.748
H 0.628 3.720 -2.011
H 0.743 2.112 -2.851
C 1.124 -1.365 -5.066
C 0.638 -0.676 -6.201
C 0.984 -1.085 -7.490
C 1.794 -2.211 -7.683
C 2.211 -2.951 -6.571
C 1.866 -2.544 -5.281
S 0.979 -0.720 -3.409
H -0.223 -1.230 -2.985
H 0.014 0.201 -6.047
H 0.639 -0.506 -8.347
H 2.110 -2.503 -8.689
H 2.821 -3.846 -6.708
H 2.197 -3.125 -4.420
C 1.899 -1.813 4.131
P 1.362 -0.168 3.681
C 0.091 0.388 4.801
C 2.739 0.957 3.832
O 0.836 -0.175 2.228
H 1.037 -2.495 4.162
H 2.391 -1.817 5.117
H 2.603 -2.165 3.364
H -0.876 -0.069 4.560
H -0.003 1.484 4.747
H 0.395 0.106 5.824
H 3.364 0.909 2.925
H 2.375 1.989 3.980
H 3.330 0.658 4.715

The value obtained for the highest occupied orbital energy (alpha / beta) is -15.687 / -15.687 eV. Its LUMO energy (alpha / beta) is -0.3785 / -0.3358 Eh. Its spin multiplicity is 3. The charge is +3.

No. 6
Molecular formula: C26H39BrN5O3Ti
Method: DFT, ωB97M-V/def2-TZVPD

CARTESIAN COORDINATES (ANGSTROEM)
Ti 0.549 0.568 0.758
C 2.176 2.121 1.411
C 2.136 1.054 2.346
C 2.554 -0.134 1.681
C 2.842 0.208 0.338
C 2.616 1.601 0.179
C 2.901 2.361 -1.070
C 3.491 -0.662 -0.690
C 2.792 -1.454 2.344
C 1.904 1.197 3.818
C 1.965 3.564 1.748
H 3.975 2.382 -1.265
H 2.561 3.395 -1.003
H 2.413 1.904 -1.932
H 4.575 -0.526 -0.657
H 3.166 -0.398 -1.698
H 3.277 -1.718 -0.525
H 3.669 -1.413 2.994
H 2.960 -2.239 1.607
H 1.946 -1.755 2.966
H 1.681 0.235 4.283
H 1.082 1.880 4.049
H 2.794 1.596 4.311
H 2.892 4.007 2.119
H 1.212 3.692 2.527
H 1.652 4.146 0.883
N -1.064 3.081 0.230
C -1.792 4.087 0.714
C -2.088 3.783 2.029
C -1.484 2.541 2.239
N -0.864 2.116 1.138
H -0.682 2.941 -0.698
H -2.045 4.937 0.100
H -2.659 4.372 2.726
H -1.463 1.936 3.133
C -1.460 -1.340 4.066
C -1.413 -0.997 2.614
N -2.441 -1.268 1.827
O -0.376 -0.506 2.126
H -2.423 -1.747 4.368
H -1.239 -0.449 4.654
H -0.680 -2.071 4.276
H -3.354 -1.374 2.242
H -2.366 -0.874 0.867
Br -3.904 1.793 -6.531
C -2.979 1.353 -4.949
C -3.540 0.447 -4.054
C -2.863 0.113 -2.895
C -1.590 0.683 -2.599
C -1.054 1.618 -3.533
C -1.741 1.939 -4.686
C -0.930 0.344 -1.419
O -1.359 -0.515 -0.517
O 0.273 0.907 -1.107
H -4.511 0.018 -4.264
H -3.311 -0.573 -2.186
H -0.086 2.065 -3.342
H -1.321 2.645 -5.391
N -1.286 -4.029 -2.069
C -0.566 -2.800 -2.602
C 0.790 -2.721 -1.932
N 0.725 -2.734 -0.481
C -0.027 -3.850 0.048
C -1.418 -3.971 -0.562
H -0.766 -4.869 -2.327
H -2.206 -4.101 -2.503
H -1.181 -1.950 -2.321
H -0.508 -2.887 -3.684
H 1.269 -1.803 -2.269
H 1.421 -3.558 -2.258
H 0.342 -1.857 -0.143
H -0.137 -3.750 1.127
H 0.531 -4.776 -0.134
H -2.020 -3.091 -0.346
H -1.937 -4.873 -0.240

The value obtained for the highest occupied orbital energy (alpha / beta) is -7.238 / -10.375 eV. As for the energy above the lowest of the compared OMol25 structures with the same formula, charge and spin: 0.7462 eV. Its LUMO energy (alpha / beta) is -0.0947 / -0.0956 Eh. Its spin multiplicity is 3. The charge is +1.

No. 7
Molecular formula: C34H54F3N8OPS
Method: DFT, ωB97M-V/def2-TZVPD

CARTESIAN COORDINATES (ANGSTROEM)
C 5.914 -0.937 1.754
C 4.690 -1.859 1.807
C 3.356 -1.122 1.627
N 2.282 -2.030 1.200
P 0.666 -1.594 1.856
C -0.214 -2.978 1.019
C 0.533 -4.071 0.238
C 1.077 -3.614 -1.134
S 2.839 -3.967 -1.413
C 0.717 0.002 0.919
N -0.612 0.484 0.573
C -0.598 1.781 -0.105
C -0.931 -1.087 2.838
O -2.195 -1.280 2.147
C -3.245 -1.519 2.910
F -4.346 -1.453 2.162
F -3.230 -2.737 3.496
F -3.399 -0.640 3.925
H 6.826 -1.503 1.526
H 5.796 -0.180 0.968
H 6.069 -0.409 2.704
H 4.666 -2.380 2.777
H 4.769 -2.627 1.025
H 3.097 -0.631 2.590
H 3.479 -0.327 0.877
H 2.528 -2.946 1.577
H 1.199 -1.738 3.177
H -0.832 -3.454 1.795
H -0.922 -2.482 0.337
H 1.332 -4.542 0.820
H -0.217 -4.859 0.069
H 0.903 -2.542 -1.269
H 0.553 -4.127 -1.950
H 3.306 -2.716 -1.474
H 1.363 -0.158 0.040
H 1.193 0.756 1.563
H -1.042 -0.193 -0.052
H -1.626 2.161 -0.157
H -0.194 1.751 -1.131
H 0.009 2.488 0.476
H -0.869 -0.023 3.109
H -0.925 -1.686 3.761
C -5.324 3.581 1.940
C -5.812 3.374 0.621
C -5.197 2.253 0.130
N -4.358 1.778 1.100
C -4.427 2.581 2.205
H -5.606 4.370 2.617
H -6.535 3.976 0.096
H -5.288 1.755 -0.820
H -3.776 0.963 1.017
H -3.840 2.370 3.082
C -9.021 -2.232 4.634
C -8.209 -2.786 5.661
C -6.904 -2.539 5.325
N -6.898 -1.860 4.139
C -8.181 -1.668 3.710
H -10.097 -2.245 4.580
H -8.545 -3.305 6.543
H -5.985 -2.787 5.828
H -6.075 -1.551 3.655
H -8.388 -1.147 2.791
C 6.090 -1.221 -4.806
C 5.885 -2.158 -5.857
C 5.441 -3.323 -5.283
N 5.361 -3.117 -3.936
C 5.766 -1.849 -3.632
H 6.411 -0.196 -4.894
H 6.030 -1.994 -6.913
H 5.156 -4.264 -5.721
H 5.042 -3.791 -3.262
H 5.776 -1.493 -2.616
C 2.783 2.202 -3.384
C 2.237 2.285 -4.694
C 2.427 1.067 -5.292
N 3.062 0.254 -4.397
C 3.286 0.936 -3.234
H 2.809 2.983 -2.643
H 1.765 3.142 -5.145
H 2.165 0.714 -6.275
H 3.349 -0.694 -4.570
H 3.787 0.468 -2.404
C -7.379 4.156 5.260
C -8.580 3.667 5.841
C -9.474 4.704 5.865
N -8.859 5.799 5.320
C -7.582 5.475 4.950
H -6.472 3.601 5.085
H -8.766 2.668 6.198
H -10.489 4.755 6.218
H -9.280 6.702 5.210
H -6.932 6.204 4.498
C 7.892 2.772 -7.890
C 9.271 2.601 -7.587
C 9.403 1.399 -6.945
N 8.159 0.838 -6.851
C 7.233 1.666 -7.422
H 7.438 3.610 -8.390
H 10.073 3.285 -7.813
H 10.270 0.898 -6.550
H 7.957 -0.049 -6.426
H 6.189 1.403 -7.445

The value obtained for the highest occupied orbital energy is -7.990 eV. Its LUMO energy is 0.0109 Eh.

No. 8
Molecular formula: C4H8NO2
Method: DFT, ωB97M-V/def2-TZVPD

CARTESIAN COORDINATES (ANGSTROEM)
C -0.868 1.384 1.541
C -0.556 0.139 0.642
C -0.053 0.585 -0.774
O -0.556 1.653 -1.166
N 0.741 -0.212 -1.457
C 1.155 -1.679 -0.867
O 1.562 -2.421 -1.827
H -1.593 1.099 2.293
H -1.526 1.970 0.860
H -0.044 2.047 1.771
H -1.435 -0.493 0.562
H 0.170 -0.399 1.239
H 0.890 -0.192 -2.456
H 0.276 -2.173 -0.320
H 1.839 -1.309 -0.042

The value obtained for the highest occupied orbital energy is -3.183 eV. As for the energy above the lowest of the compared OMol25 structures with the same formula, charge and spin: 1.9269 eV. Its LUMO energy is 0.1449 Eh. The charge is -1.

Number 1 is which compound? C6H14N2